DFT (ωB97M-V with the def2-TZVPD basis set) results for a molecular structure, C32H57Br2N4O7P3SbV at a distorted geometry.

Geometry as XYZ:
```
107
Properties=species:S:1:pos:R:3:forces:R:3:mulliken_charge:R:1
V -0.190 0.047 0.749 0.65 -0.45 0.26 0.1313
C 2.648 1.946 4.384 -0.05 -0.26 -0.07 -1.2166
C 1.706 0.952 5.034 0.01 0.41 0.29 0.8767
C 1.872 0.870 6.537 0.03 -0.17 -0.15 -1.5767
O 1.963 -0.382 4.469 -0.23 -0.27 -0.40 -0.0495
P 0.971 -0.983 3.394 0.09 -0.49 1.43 -0.1609
O 0.145 0.070 2.751 0.34 -0.09 0.32 -0.3780
C 2.044 -1.927 2.287 -0.20 0.77 -0.03 0.9471
P 2.790 -0.819 1.044 1.18 -0.51 -0.09 0.2803
O 1.872 0.224 0.534 0.04 -0.30 -0.08 -1.0482
O 3.990 -0.042 1.686 -0.30 -0.05 -0.05 -0.1322
C 5.320 -0.394 2.141 0.37 -0.23 0.01 0.6906
C 6.283 -0.486 0.970 -0.15 0.08 0.06 -1.5513
C 5.323 -1.657 2.982 -0.12 0.17 -0.06 -1.0755
O 3.306 -1.909 0.030 -0.15 0.30 0.35 0.0754
C 3.867 -1.687 -1.307 0.17 0.03 -0.54 0.8572
C 4.258 -3.057 -1.824 0.00 0.08 0.18 -1.5384
C 2.868 -0.996 -2.212 -0.01 -0.04 0.26 -0.9305
O -0.059 -1.967 4.068 0.34 0.27 -0.19 -0.2790
C 0.089 -3.149 4.902 0.14 -0.45 0.17 0.4963
C 1.456 -3.257 5.553 -0.12 0.22 -0.05 -1.2661
C -0.264 -4.373 4.077 -0.06 0.21 0.01 -1.1237
H 2.412 2.949 4.737 0.03 0.02 0.01 0.4781
H 2.546 1.921 3.298 -0.01 0.03 0.00 0.0893
H 3.681 1.714 4.646 0.02 0.02 0.00 0.3317
H 0.678 1.226 4.802 -0.04 -0.08 -0.07 0.0654
H 2.892 0.591 6.803 0.02 0.01 -0.01 0.3301
H 1.186 0.141 6.968 -0.02 0.03 0.02 0.3728
H 1.657 1.847 6.969 0.00 0.00 0.04 0.4445
H 1.441 -2.671 1.761 0.01 -0.01 -0.05 -1.3442
H 2.826 -2.426 2.854 -0.03 -0.02 0.00 0.5470
H 5.596 0.463 2.756 -0.07 -0.03 0.02 0.3647
H 6.167 -1.430 0.435 0.01 0.00 0.01 0.2518
H 7.303 -0.426 1.347 0.02 -0.04 -0.02 0.5395
H 6.124 0.343 0.281 0.04 0.01 0.01 0.3555
H 5.065 -2.521 2.365 0.03 -0.05 0.04 0.2149
H 4.625 -1.571 3.816 0.05 -0.02 0.05 0.1220
H 6.323 -1.813 3.382 0.00 -0.03 0.02 0.5441
H 4.759 -1.067 -1.193 -0.08 -0.02 0.11 0.2858
H 3.365 -3.659 -1.999 -0.01 -0.03 -0.01 0.0835
H 4.900 -3.581 -1.116 0.02 0.00 -0.01 0.3662
H 4.796 -2.949 -2.765 -0.02 0.00 -0.02 0.4921
H 1.974 -1.611 -2.311 -0.09 0.05 -0.02 -0.1412
H 3.303 -0.854 -3.201 0.05 -0.03 0.00 0.5976
H 2.585 -0.027 -1.809 -0.05 0.05 -0.10 0.1788
H -0.668 -3.018 5.677 0.02 0.08 -0.04 0.3970
H 2.240 -3.377 4.802 0.04 -0.06 0.03 0.2572
H 1.477 -4.129 6.204 -0.02 -0.02 -0.01 0.4935
H 1.673 -2.372 6.149 0.07 -0.03 0.02 0.2277
H 0.469 -4.549 3.287 0.03 0.00 0.02 0.0970
H -1.249 -4.254 3.625 0.01 -0.02 -0.02 0.2051
H -0.288 -5.245 4.731 0.01 -0.05 -0.04 0.5221
C -0.626 3.135 2.085 0.02 -0.07 -0.09 -1.0144
C -0.321 3.062 0.619 -0.06 -0.18 -0.10 0.7194
C -0.090 4.256 -0.090 0.05 0.17 -0.24 -1.1574
C 0.134 4.245 -1.438 -0.08 -0.04 0.22 -1.1811
C 0.107 3.015 -2.128 0.00 -0.27 0.14 1.0601
C 0.271 2.839 -3.519 0.03 0.03 -0.24 -0.1766
Br 0.640 4.337 -4.622 -0.01 -0.06 0.02 -0.2269
C 0.148 1.600 -4.093 0.06 0.33 0.00 -0.3071
C -0.129 0.479 -3.308 -0.06 -0.20 0.37 0.0316
Br -0.392 -1.192 -4.145 0.03 -0.01 0.01 -0.1600
C -0.238 0.555 -1.923 -0.03 0.09 -0.43 -0.3698
O -0.462 -0.436 -1.117 -0.12 -0.35 -1.20 -0.3048
C -0.123 1.860 -1.351 -0.05 0.15 -0.42 -0.0584
N -0.316 1.887 0.001 0.03 1.95 -0.12 0.9133
H 0.132 3.723 2.604 0.00 -0.01 0.01 0.5096
H -0.675 2.145 2.526 -0.02 -0.01 0.07 -0.4206
H -1.584 3.638 2.231 0.00 0.01 0.02 0.3480
H -0.096 5.191 0.453 -0.01 -0.01 0.02 0.5777
H 0.304 5.165 -1.980 0.03 0.00 -0.01 0.3875
H 0.266 1.487 -5.161 -0.04 -0.01 -0.01 0.4820
C 0.098 -4.608 -2.519 0.00 0.31 0.02 -1.3049
Sb 0.055 -3.674 -0.571 -0.03 -1.02 0.19 0.3875
C 1.576 -5.042 0.199 -0.11 0.26 -0.01 -1.3742
C -1.510 -5.023 0.123 0.14 0.25 -0.14 -1.3668
H -0.243 -5.636 -2.412 0.01 -0.01 0.07 0.4731
H 1.109 -4.610 -2.925 0.02 0.07 0.03 0.3202
H -0.552 -4.077 -3.209 -0.03 0.00 -0.03 0.3300
H 1.628 -5.909 -0.456 0.00 -0.03 0.00 0.5527
H 1.298 -5.379 1.199 0.00 0.00 0.00 0.4597
H 2.552 -4.562 0.241 0.04 -0.01 0.00 0.1848
H -1.311 -6.010 -0.292 0.03 -0.02 0.02 0.5481
H -2.493 -4.692 -0.207 -0.02 0.02 0.02 0.4237
H -1.503 -5.087 1.211 0.00 0.04 0.01 0.2876
C -5.158 -1.303 -0.125 0.03 -0.01 0.08 -0.9083
N -4.421 -2.161 0.800 -0.07 -0.26 -0.03 0.1859
C -4.874 -1.900 2.164 0.01 0.05 -0.10 -0.8980
N -4.770 -0.497 2.544 -0.17 0.05 0.30 0.1652
C -5.500 0.315 1.574 0.12 -0.03 -0.05 -0.9302
N -5.046 0.113 0.202 -0.26 0.14 -0.15 0.1784
C -3.703 0.631 -0.010 0.24 0.00 0.06 -1.5147
P -2.443 -0.218 1.073 -2.18 -0.38 0.23 3.6907
C -2.989 -1.952 0.674 0.05 0.14 0.08 -1.2693
C -3.386 -0.065 2.680 0.20 -0.02 -0.19 -1.2871
H -6.212 -1.582 -0.080 0.01 0.01 -0.01 0.2999
H -4.792 -1.473 -1.139 -0.01 0.01 0.00 0.3875
H -4.285 -2.506 2.857 -0.02 0.00 0.00 0.3702
H -5.921 -2.203 2.242 0.01 0.03 -0.01 0.2817
H -5.391 1.370 1.832 -0.04 -0.01 0.03 0.4084
H -6.556 0.045 1.628 0.01 0.01 0.00 0.3078
H -3.694 1.705 0.195 0.03 -0.01 -0.03 0.4284
H -3.410 0.487 -1.054 0.01 0.03 0.02 0.5206
H -2.461 -2.633 1.348 0.01 -0.08 -0.09 0.0483
H -2.678 -2.162 -0.352 0.07 -0.04 0.03 0.4068
H -3.367 0.975 3.019 0.05 -0.02 0.01 0.4079
H -2.887 -0.673 3.439 0.02 0.05 0.00 0.3483
```
Positions in Å, forces in eV/Å.

## Properties
- Energy above the lowest of the compared OMol25 structures with the same formula, charge and spin: 8.70 kcal per mole
- Kohn-Sham gap (spin up / spin down): 7.0411 / 7.3964 eV
- Lowest unoccupied orbital energy (spin up / spin down): -1.969 / -2.221 eV
- Total charge: +1
- <S²>: 3.77
- Strongest force on any atom: 2.2 eV/A
- 2S+1: 4
- Energy: -254580.8741 eV

***

DFT (ωB97M-V with the def2-TZVPD basis set) results for 2 unconnected molecules or ions with the total composition C9H14O at a distorted geometry.

Geometry as XYZ:
```
24
Properties=species:S:1:pos:R:3:forces:R:3:mulliken_charge:R:1
C 0.276 1.402 3.655 0.34 -0.62 0.01 -1.3924
C -0.203 1.297 2.235 -0.16 -0.18 0.26 0.6636
C 0.497 1.881 1.175 -0.25 -0.54 0.64 -0.5569
C 0.123 1.620 -0.120 -0.16 0.49 -1.02 -0.2508
C -0.972 0.813 -0.438 0.89 -0.42 0.38 0.4145
O -1.238 0.426 -1.712 -0.66 0.27 -0.43 -0.5879
C -1.687 0.262 0.600 0.19 -0.19 0.63 -0.5490
C -1.304 0.520 1.925 -0.95 0.08 -1.08 -0.4514
H 0.502 2.423 3.946 -0.13 0.09 0.22 0.3514
H 1.188 0.807 3.777 0.19 0.25 -0.18 0.2915
H -0.399 0.894 4.344 -0.31 0.50 0.01 0.3479
H 1.362 2.475 1.425 0.17 0.19 -0.26 0.3933
H 0.638 2.066 -0.968 0.24 0.03 0.19 0.3043
H -0.537 0.653 -2.335 -0.03 0.17 0.36 0.3412
H -2.464 -0.477 0.462 -0.20 0.23 -0.39 0.3735
H -2.035 0.123 2.621 0.65 -0.06 0.64 0.2667
C 0.440 -2.014 -1.877 -0.06 0.07 -0.64 -0.5688
C 1.133 -2.346 -3.191 -0.01 1.00 -1.20 -0.9980
H 0.568 -2.813 -1.153 -0.08 0.01 0.13 0.3470
H 0.823 -1.082 -1.460 0.20 -0.15 0.13 0.1410
H -0.609 -1.816 -2.075 -0.17 -0.35 0.31 0.2262
H 2.199 -2.119 -3.158 0.15 -0.81 0.15 0.2947
H 0.868 -3.300 -3.647 0.47 -0.44 0.63 0.3213
H 0.830 -1.696 -4.032 -0.30 0.35 0.53 0.2772
```
Positions in Å, forces in eV/Å.

## Properties
- Energy above the lowest of the compared OMol25 structures with the same formula, charge and spin: 13.11 kcal per mole
- Kohn-Sham gap: 9.2395 eV
- SMILES: Cc1ccc(O)cc1.CC
- Lowest unoccupied orbital energy: 0.834 eV
- Strongest force on any atom: 1.6 eV/A
- 2S+1: 1
- Energy: -11607.0681 eV

***

Which of these has the highest strongest force on any atom? C32H57Br2N4O7P3SbV